No. 1
Entry from OMol25: a molecular structure, C19H29F5IrNO2P2 (the ωB97M-V functional and the def2-TZVPD basis).

Geometry (Å):
Ir: -0.53441 -0.03198 0.44261
P: 1.52191 -0.25015 1.43126
P: -1.79191 -0.20672 -1.49978
F: -1.08613 -1.85030 3.18053
F: -2.96208 0.77579 1.63502
F: -3.02950 -1.00430 3.70995
F: -1.25992 0.26889 3.79782
F: -2.90589 -1.39859 1.12009
O: 3.80699 -1.69035 -1.24698
O: 1.55624 -1.09244 -2.63735
N: -0.23209 -2.17626 -0.00609
C: -0.06355 2.78930 -0.61240
C: -0.99303 -4.19998 -0.98831
C: 0.92860 -4.18981 0.43300
C: -1.00100 0.15753 -3.08979
C: 1.95528 -1.99282 1.10304
C: 1.65246 -0.11022 3.20870
C: -0.42168 2.03097 0.51878
C: 0.81701 -2.80860 0.52318
C: -0.45028 4.82172 0.62936
C: 0.00731 -4.91110 -0.33994
C: -0.10049 4.17827 -0.55341
C: -2.13651 -0.33818 1.60371
C: -3.34972 0.68174 -1.47970
C: -2.10497 -2.02923 -1.60313
C: 2.90217 0.77128 0.83018
C: -0.67973 2.67182 1.73113
C: -1.06392 -2.81987 -0.83866
C: -0.70958 4.06458 1.78211
C: -1.86791 -0.72753 3.08599
H: 2.66530 -0.35604 3.51927
H: -3.81573 0.60100 -2.46655
H: -3.12818 -2.22890 -1.23679
H: 0.14627 4.73822 -1.46074
H: -0.88109 2.07844 2.63011
H: 1.52243 -0.54376 -1.83236
H: 0.35784 0.33106 -0.84651
H: 0.96325 -0.80690 3.67719
H: 4.04477 -2.60354 -1.30108
H: -1.74089 -4.70122 -1.62743
H: 0.07501 -5.99732 -0.42040
H: -0.78681 1.22535 -3.16211
H: 2.75869 -1.92646 0.34613
H: 2.39440 -2.48334 1.96241
H: -0.94660 4.55144 2.72330
H: 3.25425 0.42901 -0.14701
H: 1.76953 -4.66669 0.92184
H: -3.15804 1.73670 -1.25773
H: 2.58014 1.81463 0.75440
H: -0.06409 -0.40178 -3.13349
H: -4.01407 0.27027 -0.71421
H: 3.74126 0.70059 1.53135
H: -1.62863 -0.23559 -3.89188
H: 1.40978 0.91222 3.50122
H: -0.50075 5.90309 0.66271
H: -2.07395 -2.29451 -2.67514
H: 2.97477 -1.68573 -1.70399
H: 0.22761 2.27233 -1.52703
H: 2.07673 -0.45755 -3.11836

Calculated values
E_HOMO (spin up / spin down) ... -3.9454 / -8.2333 eV
Net charge ... 0
Multiplicity ... 5
LUMO energy (spin up / spin down) ... 0.0089 / -0.0971 Eh

natural (NBO) atomic charge list, values in e, 5 entries: 0.371 1.191 1.250 -0.323 -0.356

No. 2
Entry from OMol25: a molecular structure, C19H29F6IrN6O2P (the ωB97M-V functional and the def2-TZVPD basis).

Geometry (Å):
Ir: 1.22378 -0.10093 -0.51694
P: -2.33756 -2.05055 -1.92642
F: -2.92316 -1.26325 -0.62087
F: -3.73912 -2.64766 -2.26636
F: -1.93896 -3.27492 -0.97375
F: -0.82314 -1.34849 -1.48873
F: -2.63048 -0.70026 -2.82391
F: -1.60952 -2.71397 -3.16102
O: 2.81173 -0.67239 -1.35316
O: -0.35411 -5.46974 4.54854
N: -1.99107 1.74024 -3.69358
N: -0.59578 0.53264 0.42374
N: 1.09793 -2.13548 0.00021
N: -0.22828 -4.20635 2.68282
N: -0.58924 -6.62692 2.61895
N: 1.58984 1.80742 -0.87948
C: 0.68596 2.90874 -1.16140
C: -1.49844 -6.93843 1.66745
C: -4.32083 -8.19952 -1.29772
C: -1.26284 1.85365 0.07537
C: -3.34671 -7.75726 -0.27568
C: -1.64850 -8.32437 1.34755
C: -0.27048 3.00640 0.04933
C: -2.54663 -8.71232 0.40774
C: -1.13074 1.67389 -2.45334
C: -2.29049 -5.97074 0.98458
C: 0.38086 -3.90308 1.45390
C: 0.80277 -4.83595 0.50802
C: 0.56483 -2.55571 1.15645
C: -0.06868 2.76140 -2.48804
C: -3.18216 -6.38346 0.04185
C: -0.40332 -5.40728 3.36071
C: 1.34401 -4.38939 -0.68039
C: -2.04000 1.77800 -1.23662
C: 1.47492 -3.03564 -0.91692
H: -3.77992 -8.58498 -2.17020
H: -3.79160 -5.65409 -0.47396
H: 1.66970 -5.09044 -1.43528
H: -4.97651 -7.39708 -1.62437
H: -0.83243 3.93797 -0.04689
H: 3.41815 0.00726 -1.68951
H: 1.89170 -2.66288 -1.83933
H: -0.20452 -3.46070 3.36828
H: -2.66670 -9.76244 0.17406
H: -2.62150 2.70450 -1.29576
H: -4.91762 -9.03490 -0.92416
H: -1.98590 2.02920 0.87354
H: -2.63781 0.93997 -3.67756
H: 2.48776 2.15133 -0.53256
H: -1.29482 -0.20382 0.29001
H: -2.20288 -4.92730 1.22713
H: -1.04500 -9.05490 1.87263
H: 0.64751 2.58923 -3.29430
H: -0.53330 3.73461 -2.67670
H: 0.72547 -5.89658 0.69023
H: -0.23468 -7.40888 3.16326
H: -0.40423 0.57151 1.42680
H: 1.27830 3.82193 -1.21932
H: -2.74558 0.95315 -1.21508
H: -0.68788 0.68132 -2.50910
H: 0.26536 -1.79702 1.87001
H: -2.53075 2.60787 -3.75174
H: 0.29504 3.08415 0.97958
H: -1.43633 1.65949 -4.55011

Calculated values
E_HOMO (spin up / spin down) ... -16.6388 / -17.2577 eV
Net charge ... +3
Multiplicity ... 5
LUMO energy (spin up / spin down) ... -0.2941 / -0.4288 Eh

natural (NBO) atomic charge list, values in e, 5 entries: 1.469 2.629 -0.594 -0.546 -0.586

No. 3
Entry from OMol25: 3 unconnected molecules or ions with the total composition C19H29N2OP (the ωB97M-V functional and the def2-TZVPD basis).

Geometry (Å):
P: 1.92637 4.76247 -0.20086
O: 4.60321 7.36937 0.44762
N: 1.77394 1.88941 2.06701
N: 2.05781 3.49761 -2.69568
C: 1.13451 4.41293 1.53801
C: -0.67735 -4.40042 1.24753
C: -3.40729 -8.83745 -0.32494
C: -1.88081 -3.78299 0.90550
C: 1.05536 3.68438 -1.54930
C: -0.65858 -1.96870 -0.12005
C: -3.68307 -9.00346 -1.68183
C: -1.87081 -2.56826 0.22050
C: -0.67148 2.12035 1.26440
C: 0.54470 -2.58890 0.21711
C: -2.60145 -6.89678 -2.15847
C: 0.53475 -3.80545 0.89878
C: -3.27782 -8.03390 -2.59942
C: -2.32233 -6.73252 -0.80200
C: 2.05070 7.65520 0.58325
C: 1.68879 6.64135 -0.65372
C: 3.44836 7.29537 1.38005
C: -2.72276 -7.70486 0.11491
C: 0.79733 2.79515 1.65102
H: 2.41706 6.92612 -1.55553
H: -2.80877 -2.08804 -0.04740
H: -0.68472 -5.34501 1.78458
H: 3.46607 6.23822 1.88149
H: 3.63161 8.10440 2.23789
H: 0.67397 2.64815 -1.13241
H: 0.59312 6.82511 -1.08895
H: -1.14784 2.59484 0.28246
H: 1.13900 7.76676 1.34483
H: -4.21357 -9.88792 -2.02466
H: -3.72541 -9.59185 0.39030
H: 2.61145 2.63764 -2.41906
H: -2.29075 -6.13815 -2.87268
H: 0.22042 5.10837 1.76490
H: -2.50213 -7.57905 1.17141
H: -2.82554 -4.24893 1.17289
H: -3.49023 -8.16418 -3.65691
H: 1.98598 4.65723 2.33096
H: 2.21809 8.74231 0.11924
H: 1.47250 -4.28990 1.15919
H: 0.14893 4.31761 -1.93276
H: 1.48958 -2.12383 -0.05151
H: 1.47962 3.19530 -3.52906
H: -0.65115 -1.01964 -0.64884
H: -1.79317 -5.84746 -0.45882
H: -1.43859 2.15489 2.15151
H: 1.39296 0.91753 2.08956
H: 5.27291 6.71366 0.80595
H: -0.48349 0.97593 0.98197

Calculated values
E_HOMO ... -7.8972 eV
Net charge ... 0
SMILES ... [H]/N=C(\C)CP(CN)CCCO.c1ccccc1.c1ccccc1
LUMO energy ... 0.0225 Eh

natural (NBO) atomic charge list, values in e, 5 entries: 0.728 -0.741 -0.644 -0.835 -0.765

No. 4
Entry from OMol25: a molecular structure, C19H29N3 (the ωB97M-V functional and the def2-TZVPD basis).

Geometry (Å):
N: -0.40550 -0.21001 -0.48689
N: 1.90751 -0.31451 -0.49580
N: 0.59294 -1.96772 0.70565
C: 0.21941 4.34650 0.51174
C: 0.42819 1.99800 1.17137
C: 0.75795 -0.90471 -0.27580
C: 3.18892 -0.78913 -0.46033
C: 5.58823 -0.26215 -0.97306
C: -2.40803 -1.65436 -1.02721
C: 1.37382 3.21173 0.72387
C: -3.86309 -2.07022 -0.72615
C: -0.70262 -2.32485 0.89731
C: -3.90445 -2.89188 0.66275
C: 4.36184 -0.03566 -0.95480
C: -0.91386 3.70503 -0.25737
C: 3.41171 -1.79440 0.58014
C: -0.80562 2.00446 0.25925
C: 5.81907 -1.48200 0.23216
C: -4.69293 -0.69810 -0.16093
C: -0.59739 1.11045 -0.88978
C: 4.84126 -2.13856 0.68741
C: -1.49259 -1.24802 -0.03851
H: -1.51644 1.20572 -1.61548
H: -1.50891 1.62456 0.88554
H: -4.37054 -2.29053 -1.48535
H: 0.17210 1.26048 -1.57989
H: -0.18658 4.96621 1.25893
H: 1.66120 3.04852 -0.11215
H: -2.58932 -0.78139 -1.93257
H: 1.17944 1.13411 1.16455
H: -1.04068 -3.21938 0.58377
H: 2.72445 -2.32924 0.81060
H: -1.88339 3.93599 -0.16328
H: -4.83310 -3.03244 0.78608
H: 1.94790 3.61723 1.28748
H: -3.42909 -2.51961 1.44320
H: 6.42553 0.30035 -1.21504
H: 6.82897 -1.85972 0.33612
H: -4.62783 0.13928 -1.11628
H: -5.77754 -0.95686 0.13478
H: 1.82195 0.41238 -1.34910
H: 5.10155 -3.15096 1.31927
H: -3.29792 -3.82757 0.30946
H: 0.54049 5.12143 -0.45115
H: 0.07916 2.44968 2.09402
H: -0.80559 -2.01302 1.86164
H: 4.06665 0.61752 -1.56452
H: -4.25389 -0.13749 0.56678
H: -2.06802 -2.32128 -1.41081
H: -0.85338 3.37916 -1.34317
H: -2.21195 -0.36301 0.81158

Calculated values
E_HOMO ... -7.4755 eV
Net charge ... 0
LUMO energy ... 0.0201 Eh

natural (NBO) atomic charge list, values in e, 5 entries: -0.456 -0.581 -0.598 -0.412 -0.431

What are the calculated total energy values for these records? In order: -60756.946; -61621.188; -34484.811; -24625.893 eV.